# 1
The following is a DFT calculation (ωB97M-V/def2-TZVPD) of a structure of composition C23H46Br2FNO12S6 at a distorted geometry.

```
91
Properties=species:S:1:pos:R:3
C 5.2908 2.2891 -1.5884
C 4.6910 3.5804 -0.9018
C 3.7146 4.2427 -1.9366
Br 4.4663 6.0669 -2.2805
N 2.3260 4.4315 -1.4003
Br 1.3635 5.4169 -2.7273
S 1.4832 2.9195 -1.3591
O 1.4895 2.3572 -2.7293
O 0.0891 3.2034 -0.9504
F 2.1105 1.9240 -0.2533
H 4.4493 1.5817 -1.7546
H 6.0855 1.8318 -0.9740
H 5.6825 2.5772 -2.5880
H 5.5381 4.2503 -0.6642
H 4.1520 3.2766 0.0163
H 3.7641 3.6614 -2.8756
C 4.1009 8.9662 2.1552
C 4.7569 10.3463 2.2677
C 5.7225 10.4926 1.0869
S 5.0629 9.4690 -0.2278
O 5.9876 8.3879 -0.4770
O 4.5682 10.3127 -1.2898
C 3.6775 8.8260 0.6976
H 3.2506 8.8656 2.8298
H 4.8276 8.1900 2.4097
H 3.9874 11.1205 2.2124
H 5.2770 10.4700 3.2178
H 5.7863 11.5222 0.7407
H 6.7167 10.1218 1.3336
H 3.4823 7.7967 0.4014
H 2.8120 9.4515 0.4765
C -1.5470 -0.5550 -0.3038
C -1.5953 0.3836 -1.5125
C -2.6447 -0.1701 -2.4828
S -3.8317 -1.0600 -1.4792
O -3.7614 -2.4655 -1.8174
O -5.0836 -0.3393 -1.4618
C -2.9998 -0.8102 0.0807
H -0.9842 -0.1215 0.5227
H -1.0645 -1.4944 -0.5846
H -1.8880 1.3827 -1.1846
H -0.6218 0.4707 -1.9942
H -3.1558 0.6245 -3.0226
H -2.2062 -0.8755 -3.1885
H -3.1311 -1.6861 0.7142
H -3.4419 0.0665 0.5552
C -0.0053 -6.5923 -1.4352
C -1.0654 -5.5974 -1.9181
C -1.0516 -4.4088 -0.9525
S 0.6121 -4.3183 -0.2934
O 0.5631 -4.6005 1.1237
O 1.2715 -3.1437 -0.8174
C 1.2381 -5.7617 -1.1379
H 0.1970 -7.3618 -2.1800
H -0.3510 -7.0870 -0.5237
H -0.8127 -5.2564 -2.9253
H -2.0545 -6.0524 -1.9659
H -1.2894 -3.4766 -1.4590
H -1.7364 -4.5631 -0.1191
H 1.9592 -6.2756 -0.5052
H 1.7171 -5.4257 -2.0582
C 1.0897 -2.2929 4.2316
C 1.6794 -3.6751 3.9378
C 3.0363 -3.7534 4.6462
S 2.9276 -2.6599 6.0615
O 3.8500 -1.5651 5.8711
O 2.9141 -3.4441 7.2743
C 1.2742 -2.0720 5.7290
H 0.0396 -2.2320 3.9448
H 1.6380 -1.5308 3.6710
H 1.0129 -4.4465 4.3320
H 1.7826 -3.8495 2.8703
H 3.2565 -4.7622 4.9898
H 3.8429 -3.3951 4.0075
H 1.1876 -1.0286 6.0261
H 0.5818 -2.6857 6.3062
C -7.3307 -3.5267 -2.7814
C -8.8321 -3.8032 -2.6510
C -8.9984 -5.2932 -2.3339
S -7.5039 -5.7910 -1.4784
O -6.7943 -6.7391 -2.3054
O -7.8147 -6.0678 -0.0950
C -6.6786 -4.2122 -1.5879
H -7.1143 -2.4584 -2.7949
H -6.9548 -3.9598 -3.7124
H -9.2424 -3.2048 -1.8335
H -9.3731 -3.5318 -3.5580
H -9.8569 -5.4781 -1.6913
H -9.0796 -5.8900 -3.2417
H -5.6081 -4.3619 -1.7108
H -6.8785 -3.6677 -0.6643
```

Its largest force on an atom is 6.72 eV Å⁻¹. The calculation puts the molar mass at 899.82 Da. The LUMO energy is -1.5 eV.

---

# 2
The following is a DFT calculation (ωB97M-V/def2-TZVPD) of a structure of composition C18H27N3O at a distorted geometry.

```
49
Properties=species:S:1:pos:R:3
O 3.0325 2.6435 -1.4136
C 2.5658 1.6868 -0.6885
N 1.7990 0.5968 -1.0654
N 1.5667 -0.3871 -0.3588
C 1.1511 -1.5219 -0.9289
C 0.7977 -2.3874 0.1955
H 0.2697 -3.0922 -0.3086
C -0.0062 -2.0692 1.4952
C -1.5049 -1.9937 1.2429
H -1.7639 -2.0149 0.0646
H -2.0879 -2.7820 1.8586
C -2.1691 -0.7236 1.8534
H -3.2413 -0.8883 1.5249
C -1.9624 0.6159 0.9873
H -0.8989 0.3102 0.3765
H -1.6920 1.5701 1.6090
C -2.9705 1.1334 -0.2155
H -3.8765 1.3260 0.4964
C -3.4179 0.0412 -1.1759
H -3.2199 -0.7732 -0.8926
H -4.2993 0.2115 -1.4478
C -2.5484 0.6313 -2.3935
H -2.7350 1.5549 -2.6498
H -3.0369 0.0652 -3.2758
C -1.0143 -0.0971 -2.3181
C -0.8201 -1.3961 -2.5657
H -1.3328 -1.8738 -2.0376
H -1.0453 -1.7814 -3.4259
C 0.7480 -1.5479 -2.2138
H 1.3349 -1.0710 -2.9300
H 0.8526 -2.8133 -2.2931
H -0.4806 0.5388 -3.3398
H -0.6748 0.5761 -1.5556
H -2.6143 2.0603 -0.5501
H -1.9206 -0.4988 2.7162
H 0.1753 -0.9824 1.8900
H 0.1773 -2.7853 2.3145
H 1.5845 -2.6048 0.6202
H 1.8066 0.6927 -2.0475
C 2.9296 1.9099 1.0097
C 4.0866 2.2621 1.2129
C 4.3828 2.4626 2.8032
C 3.4096 1.9969 3.5297
N 2.1974 1.6992 2.9788
C 2.0064 1.5446 1.8878
H 0.8048 1.3027 1.3512
H 3.3938 1.9689 4.4701
H 5.2955 2.4593 2.9050
H 4.9657 2.2244 0.6983
```

The value obtained for the relative energy (zero: lowest compared OMol25 entry of this formula, charge and spin) is 506.2 kcal per mole. Its largest force on an atom is 17.37 eV Å⁻¹. The calculation puts the molar mass at 301.43 Da. The LUMO energy is 0.5 eV.

---

# 3
The following is a DFT calculation (ωB97M-V/def2-TZVPD) of an isolated molecule of C17H16N4O4S at a distorted geometry.

```
42
Properties=species:S:1:pos:R:3
C -2.2427 3.3234 -0.4120
C -1.1487 3.3880 0.5770
N -1.1599 4.0820 1.6500
N -0.0695 3.9835 2.3937
C 0.8229 3.1870 1.9099
N 2.0277 3.0134 2.5298
C 3.0627 2.1392 2.2795
O 4.1307 2.2906 2.8200
C 2.7567 1.0129 1.3502
C 3.5260 0.8414 0.2043
C 3.2604 -0.1895 -0.6906
C 2.2143 -1.0392 -0.3988
C 1.4721 -0.8960 0.7765
C 1.7290 0.1192 1.6696
H 1.1494 0.2260 2.5744
C 0.4073 -1.9311 0.7810
O -0.4360 -2.1451 1.6162
N 0.5670 -2.6278 -0.4022
C 1.6429 -2.1768 -1.1645
O 2.0103 -2.6636 -2.1989
C -0.3728 -3.5898 -0.9247
H 0.1722 -4.1853 -1.6601
H -0.7334 -4.2260 -0.1142
C -1.5602 -2.8687 -1.6103
H -1.9436 -3.5256 -2.4018
O -1.1101 -1.6747 -2.2401
C -1.7080 -0.5566 -1.6189
C -3.0501 -1.0545 -1.0879
H -3.4361 -0.4392 -0.2786
H -3.7806 -1.0862 -1.8970
C -2.6830 -2.4674 -0.6353
H -3.5225 -3.1567 -0.6871
H -2.3078 -2.4485 0.3871
H -1.7911 0.2291 -2.3723
H -1.0765 -0.1892 -0.7928
H 3.8409 -0.3154 -1.5907
H 4.3279 1.5372 0.0086
H 2.2103 3.6964 3.2598
S 0.3490 2.4621 0.3735
H -3.0639 3.9476 -0.0711
H -2.5867 2.2967 -0.5298
H -1.8964 3.6770 -1.3820
```

The value obtained for the relative energy (zero: lowest compared OMol25 entry of this formula, charge and spin) is 0.0 kcal per mole. Its largest force on an atom is 1.83 eV Å⁻¹. The calculation puts the molar mass at 372.41 Da. Its SMILES is Cc1nnc(NC(=O)c2ccc3c(c2)C(=O)N(C[C@H]2CCCO2)C3=O)s1. The LUMO energy is -0.9 eV.

---

# 4
The following is a DFT calculation (ωB97M-V/def2-TZVPD) of a structure of composition C8H28OP2SW at a distorted geometry.

```
41
Properties=species:S:1:pos:R:3
W -0.1782 0.3926 -0.4376
H -1.1866 -0.7206 -1.2604
H -1.7225 -0.3042 -0.3053
P 0.8419 0.0905 -2.5090
P -1.0459 1.3975 1.5626
C -0.4437 0.7403 3.1840
H -0.8727 1.3484 3.9961
H -0.7381 -0.3129 3.3318
H 0.6568 0.7706 3.2071
C -0.6097 3.1560 1.6787
H -1.0249 3.6733 0.8027
H -1.0297 3.5628 2.6140
H 0.4876 3.2443 1.6780
C -2.8537 1.3510 1.8072
H -3.1980 0.3123 1.9054
H -3.1007 1.9135 2.7228
H -3.3410 1.8081 0.9362
C 1.7466 1.5957 -3.0177
H 2.1879 1.4206 -4.0125
H 1.0446 2.4415 -3.0510
H 2.5353 1.8063 -2.2791
C 2.1156 -1.2233 -2.6167
H 1.6578 -2.2098 -2.4445
H 2.5505 -1.1894 -3.6305
H 2.9092 -1.0565 -1.8725
C -0.2538 -0.2570 -3.9206
H -1.0245 0.5234 -3.9828
H 0.3521 -0.2728 -4.8405
H -0.7343 -1.2319 -3.7601
H -0.9994 1.6470 -1.1760
H 1.1675 1.3231 -0.0615
C 1.5267 -3.3414 1.5139
S 0.7094 -1.5779 0.9424
C -0.9374 -2.1869 1.5035
O 1.5583 -0.8524 2.0237
H 1.0316 -4.2314 1.1646
H 1.4296 -3.2381 2.6010
H 2.5736 -3.2665 1.2353
H -0.7898 -2.6432 2.4728
H -1.7429 -1.4358 1.5103
H -1.2552 -2.9666 0.7839
```

Its multiplicity is 3. The value obtained for the relative energy (zero: lowest compared OMol25 entry of this formula, charge and spin) is 45.1 kcal per mole. Its largest force on an atom is 3.62 eV Å⁻¹. The calculation puts the molar mass at 418.17 Da. Its charge is +2. The LUMO energy (alpha / beta) is -9.1 / -11.9 eV.

---

Look up the largest force on an atom of the first one.
6.72 eV Å⁻¹